Entry 1:
Computed, not measured: a single C20H25N3O5 molecule, with ωB97M-V/def2-TZVPD.

Element x y z (Å)
C1 5.813 3.380 0.194
O1 5.146 2.607 -0.772
C2 4.811 1.324 -0.464
C3 5.083 0.697 0.746
C4 4.686 -0.615 0.948
C5 4.025 -1.325 -0.041
C6 3.517 -2.723 0.204
N1 2.134 -2.673 0.631
C7 1.095 -2.785 -0.201
O2 1.136 -3.122 -1.372
C8 -0.219 -2.402 0.483
O3 -0.268 -2.104 1.664
N2 -1.252 -2.426 -0.370
C9 -2.507 -1.799 -0.073
C10 -2.541 -0.331 -0.600
C11 -1.403 0.451 -0.008
C12 -1.320 1.429 0.937
C13 0.055 1.752 1.056
C14 0.707 0.952 0.175
O4 -0.166 0.167 -0.480
N3 -3.803 0.349 -0.398
C15 -4.429 0.174 0.901
C16 -5.528 1.230 1.036
O5 -6.496 1.081 0.024
C17 -5.903 1.181 -1.248
C18 -4.794 0.141 -1.436
C19 3.753 -0.691 -1.251
C20 4.141 0.613 -1.463
H1 5.209 3.503 1.099
H2 5.971 4.354 -0.267
H3 6.782 2.945 0.459
H4 5.599 1.215 1.539
H5 4.901 -1.089 1.895
H6 4.107 -3.226 0.974
H7 3.540 -3.306 -0.719
H8 1.915 -2.310 1.552
H9 -1.004 -2.621 -1.334
H10 -2.611 -1.804 1.015
H11 -3.321 -2.370 -0.528
H12 -2.361 -0.375 -1.683
H13 -2.126 1.881 1.475
H14 0.488 2.480 1.711
H15 1.744 0.845 -0.077
H16 -3.688 0.300 1.687
H17 -4.894 -0.821 1.000
H18 -6.058 1.123 1.984
H19 -5.076 2.232 0.976
H20 -6.704 1.029 -1.973
H21 -5.470 2.184 -1.381
H22 -4.333 0.282 -2.415
H23 -5.240 -0.869 -1.391
H24 3.223 -1.229 -2.023
H25 3.935 1.114 -2.396

**2S+1**: 1
**SMILES string**: COc1ccc(CNC(=O)C(=O)NC[C@H](c2ccco2)N2CCOCC2)cc1
**Gap between HOMO and LUMO**: 0.3346 hartree


Entry 2:
Computed, not measured: a molecular structure, C20H25N5O10SSr in a non-equilibrium geometry, with ωB97M-V/def2-TZVPD.

Element x y z (Å)
Sr1 -0.027 0.093 1.625
O1 2.763 3.497 2.657
C1 1.570 2.998 2.167
O2 0.530 3.307 2.734
C2 1.715 2.806 0.650
O3 1.043 1.684 0.099
C3 -0.114 1.964 -0.672
C4 -1.437 2.168 0.121
O4 -2.306 2.818 -0.487
O5 -1.515 1.617 1.246
H1 2.584 3.698 3.582
H2 2.781 2.691 0.451
H3 1.350 3.737 0.204
H4 -0.278 1.070 -1.270
H5 0.041 2.811 -1.345
N1 -0.582 0.708 4.128
C5 0.401 0.112 5.049
C6 0.601 -1.326 4.507
O6 -0.332 -2.121 4.802
N2 1.614 -1.625 3.724
C7 2.802 -0.815 3.619
C8 2.840 0.438 2.717
O7 3.913 0.775 2.221
O8 1.721 1.070 2.607
H6 -0.564 1.723 4.133
H7 -1.510 0.386 4.374
H8 0.035 0.074 6.082
H9 1.313 0.704 5.015
H10 3.601 -1.456 3.237
H11 3.161 -0.442 4.596
C9 -2.058 1.058 -6.620
C10 -2.166 0.406 -5.265
C11 -2.117 -0.975 -5.120
C12 -2.154 -1.553 -3.858
C13 -2.244 -0.754 -2.731
C14 -2.357 0.625 -2.859
C15 -2.307 1.190 -4.122
S1 -2.174 -1.521 -1.102
O9 -3.275 -0.964 -0.357
O10 -2.244 -2.953 -1.349
N3 -0.815 -1.062 -0.430
C16 0.380 -1.665 -0.686
C17 0.652 -2.548 -1.766
C18 1.914 -3.072 -1.912
C19 2.915 -2.730 -1.006
C20 2.578 -1.867 0.017
N4 1.364 -1.350 0.179
H12 -1.799 0.328 -7.388
H13 -1.284 1.828 -6.604
H14 -2.995 1.538 -6.909
H15 -2.042 -1.604 -6.001
H16 -2.116 -2.627 -3.730
H17 -2.510 1.249 -1.982
H18 -2.376 2.269 -4.222
H19 -0.141 -2.807 -2.444
H20 2.119 -3.752 -2.732
H21 3.916 -3.132 -1.093
H22 3.312 -1.560 0.756
N5 -1.742 -1.596 2.198
H23 -1.365 -2.477 1.863
H24 -2.491 -1.317 1.566
H25 -2.091 -1.767 3.134

**2S+1**: 1
**Net charge**: -2
**Gap between HOMO and LUMO**: 0.2168 hartree


Entry 3:
Computed, not measured: a single C20H25NO3 molecule in a non-equilibrium geometry, with ωB97M-V/def2-TZVPD.

Element x y z (Å)
C1 4.729 2.551 -1.842
C2 5.327 1.083 -2.021
O1 5.890 0.790 -0.752
C3 6.217 -0.515 -0.687
O2 6.882 -1.138 -1.460
C4 5.841 -1.152 0.618
C5 4.380 -1.186 0.918
C6 3.578 -2.268 0.538
C7 2.200 -2.230 0.736
C8 1.558 -1.105 1.127
C9 0.113 -1.029 1.118
C10 -1.022 -0.739 1.239
C11 -2.410 -0.236 1.278
C12 -2.557 1.033 0.453
N1 -3.815 1.117 -0.403
C13 -3.770 0.072 -1.442
C14 -3.474 -1.271 -0.826
C15 -3.415 -1.210 0.747
C16 -4.804 -0.596 1.134
C17 -4.845 0.859 0.570
C18 -6.233 1.125 -0.083
O3 -6.217 2.511 -0.478
C19 2.321 -0.042 1.507
C20 3.687 -0.048 1.371
H1 4.077 2.497 -0.867
H2 4.122 2.789 -2.749
H3 5.498 3.306 -1.762
H4 4.585 0.316 -2.320
H5 6.039 1.000 -2.920
H6 6.197 -0.745 1.439
H7 6.210 -2.226 0.484
H8 3.925 -3.238 0.158
H9 1.526 -3.127 0.564
H10 -2.500 0.026 2.381
H11 -1.708 1.210 -0.218
H12 -2.627 1.722 1.263
H13 -4.810 0.073 -1.984
H14 -2.956 0.420 -2.127
H15 -4.078 -2.104 -1.269
H16 -2.471 -1.560 -1.031
H17 -3.243 -2.181 1.304
H18 -4.959 -0.608 2.222
H19 -5.555 -1.305 0.641
H20 -4.702 1.453 1.472
H21 -7.126 1.000 0.496
H22 -6.467 0.647 -1.087
H23 -5.442 2.713 -1.048
H24 1.851 0.824 1.971
H25 4.452 0.723 1.624

**2S+1**: 1
**SMILES string**: CCOC(=O)Cc1ccc(C#C[C@H]2CN3CC[C@@H]2C[C@@H]3CO)cc1
**Gap between HOMO and LUMO**: 0.3435 hartree


Entry 4:
Computed, not measured: a molecular structure, C20H26B2F2N10OS2W, with ωB97M-V/def2-TZVPD.

Element x y z (Å)
W1 0.896 0.607 0.330
C1 0.252 -1.883 -3.034
C2 0.835 -1.595 -1.821
N1 0.490 -0.351 -1.430
N2 -0.320 0.168 -2.399
C3 -0.470 -0.741 -3.367
B1 -0.867 1.608 -2.159
N3 0.382 2.515 -1.865
C4 0.889 3.527 -2.570
C5 1.933 4.101 -1.853
C6 2.014 3.358 -0.696
N4 1.074 2.391 -0.699
N5 -1.689 1.546 -0.826
C7 -2.960 1.914 -0.633
C8 -3.310 1.648 0.680
C9 -2.174 1.097 1.241
N6 -1.184 1.025 0.330
N7 -1.681 2.190 -3.256
C10 -2.161 3.468 -3.363
C11 -2.893 3.546 -4.513
C12 -2.816 2.248 -5.067
N8 -2.098 1.443 -4.316
H1 0.339 -2.783 -3.617
H2 1.495 -2.191 -1.211
H3 -1.077 -0.494 -4.222
H4 0.474 3.783 -3.531
H5 2.530 4.948 -2.140
H6 2.664 3.487 0.155
H7 -3.535 2.328 -1.445
H8 -4.259 1.831 1.152
H9 -2.028 0.740 2.244
H10 -1.955 4.215 -2.613
H11 -3.414 4.403 -4.901
H12 -3.254 1.880 -5.980
C13 -0.434 -5.461 4.532
C14 -0.758 -4.346 3.607
C15 -2.000 -4.085 3.069
C16 -2.179 -2.985 2.228
N9 -1.133 -2.177 1.922
C17 0.018 -2.443 2.445
S1 1.439 -1.404 2.038
N10 0.242 -3.484 3.268
C18 -3.498 -2.663 1.634
H13 -1.195 -6.235 4.475
H14 -0.409 -5.085 5.559
H15 0.537 -5.899 4.302
H16 -2.830 -4.737 3.304
H17 1.166 -3.634 3.661
H18 -4.236 -2.520 2.426
H19 -3.844 -3.506 1.030
H20 -3.440 -1.772 1.016
F1 1.421 1.289 2.503
B2 0.662 0.166 2.719
F2 -0.300 0.174 3.594
C19 5.421 -0.437 -0.052
S2 4.346 0.971 0.109
C20 4.693 1.438 1.798
O1 2.928 0.326 0.135
H21 6.444 -0.064 0.012
H22 5.257 -0.862 -1.040
H23 5.223 -1.163 0.735
H24 5.764 1.639 1.859
H25 4.423 0.630 2.477
H26 4.148 2.351 2.031

**2S+1**: 4
**⟨S²⟩**: 3.765
**Net charge**: +3
**Gap between HOMO and LUMO (spin up / spin down)**: 0.2445 / 0.2132 hartree


Asked for energy across the records above, the calculation gives -1317.58065 -2232.42576 -1057.42204 -2512.73128 Ha in order.
Asked for energy relative to the best compared isomer or geometry (same formula, charge and spin) across the records above, the calculation gives 3.540 2.227 6.848 1.579 eV in order.